Below is a 3-piece molecular cluster, C45H92FN3O4S overall, with properties calculated with the ωB97M-V functional and the def2-TZVPD basis.

```
146
Properties=species:S:1:pos:R:3:forces:R:3:mulliken_charge:R:1
C -8.6320 -4.8532 -0.1626 0.051 -0.007 -0.177 -1.09
C -9.6044 -5.1487 -1.3055 0.029 0.046 0.017 -0.38
C -9.3449 -4.3243 -2.5721 0.146 -0.271 0.087 -0.80
C -7.9138 -4.3982 -3.1281 -0.106 0.020 -0.159 -0.60
C -7.6921 -5.5340 -4.1319 0.151 -0.112 0.236 -0.84
C -7.4407 -6.9136 -3.4833 0.012 0.071 0.036 -0.46
C -6.0905 -7.5143 -3.8728 -0.009 -0.028 -0.068 -1.12
C -4.9246 -6.8401 -3.1619 0.044 0.008 -0.084 -0.28
C -3.5551 -7.3489 -3.6066 -0.058 0.267 0.048 -1.01
C -2.4180 -6.3862 -3.2401 0.078 -0.140 0.080 -0.26
C -1.0661 -7.0878 -3.0368 -0.164 0.080 -0.166 -1.13
C 0.1381 -6.2442 -3.4527 0.077 -0.021 0.420 -1.26
C 0.4714 -5.1310 -2.4379 -0.089 0.212 -0.103 -0.26
C 0.1599 -3.7011 -2.9135 0.065 -0.013 0.112 -1.31
C 1.3539 -2.9684 -3.5557 -0.239 0.225 -0.094 0.30
C 1.2263 -2.7386 -5.0686 0.132 -0.025 0.317 -1.65
N 0.7839 -1.3562 -5.3664 -0.172 -0.192 -0.838 0.36
C 1.8750 -0.4315 -5.7571 0.101 0.065 0.277 -1.25
C 1.6518 0.9999 -5.2488 -0.128 -0.196 0.041 -0.46
C 2.5816 1.3572 -4.0952 0.166 0.001 0.024 -0.76
C 2.6043 2.8427 -3.7496 0.057 0.084 -0.113 0.06
C 3.7951 3.2379 -2.8544 -0.116 -0.296 0.126 -1.12
C 3.3991 3.9631 -1.5665 0.161 0.051 -0.198 -0.82
C 2.4917 5.1904 -1.7803 0.029 0.017 0.242 -0.50
C 1.0571 5.0396 -1.2519 -0.037 -0.050 -0.110 -0.79
C 0.4510 6.3413 -0.7297 0.119 0.038 -0.047 -0.99
C 1.2223 7.0256 0.4140 -0.232 -0.106 0.080 -0.55
C 1.8169 6.1005 1.4777 0.198 0.141 0.118 -0.63
S -0.6112 -1.0566 -6.1944 0.242 -0.166 0.344 1.12
O -0.3458 -0.3306 -7.3842 0.097 0.125 -0.071 -0.61
O -1.6340 -0.6418 -5.3092 -0.213 0.032 0.171 -0.58
F -1.0430 -2.5000 -6.6512 0.130 -0.060 0.011 -0.25
H -7.6835 -5.3752 -0.2992 0.010 0.006 0.029 0.23
H -9.0429 -5.1613 0.7985 0.016 0.009 0.013 0.36
H -8.4038 -3.7853 -0.1221 -0.059 0.005 0.111 0.29
H -9.5742 -6.2137 -1.5508 -0.042 -0.009 0.061 0.26
H -10.6198 -4.9339 -0.9637 -0.035 -0.055 -0.058 0.38
H -9.6090 -3.2834 -2.3702 0.017 0.003 0.024 0.35
H -10.0207 -4.6890 -3.3514 -0.098 0.204 -0.011 0.34
H -7.1879 -4.5130 -2.3185 -0.003 0.127 0.013 0.23
H -7.6814 -3.4480 -3.6145 -0.014 -0.010 -0.031 0.39
H -8.5520 -5.5969 -4.8030 0.051 0.079 -0.080 0.49
H -6.8229 -5.2827 -4.7464 -0.048 -0.005 -0.068 0.44
H -8.2394 -7.6115 -3.7405 -0.025 0.013 0.010 0.35
H -7.4590 -6.7999 -2.3941 -0.068 -0.100 -0.005 0.22
H -5.9543 -7.4066 -4.9552 -0.012 -0.057 -0.002 0.37
H -6.0761 -8.5890 -3.6675 0.014 0.004 0.051 0.41
H -5.0359 -6.9854 -2.0818 0.021 0.105 0.017 0.24
H -4.9652 -5.7597 -3.3451 -0.055 -0.006 0.037 0.31
H -3.5803 -7.4621 -4.6947 0.126 -0.221 0.025 0.35
H -3.3549 -8.3285 -3.1640 -0.079 -0.058 -0.081 0.42
H -2.3056 -5.6494 -4.0410 -0.129 0.089 0.069 0.26
H -2.7025 -5.8421 -2.3343 0.088 0.097 -0.032 0.40
H -0.9528 -7.3580 -1.9823 -0.004 -0.151 -0.043 0.31
H -1.0711 -8.0231 -3.6039 0.047 0.027 -0.040 0.56
H -0.0684 -5.7905 -4.4266 0.151 -0.140 -0.098 0.41
H 0.9989 -6.9088 -3.5474 0.022 0.052 -0.169 0.38
H -0.0818 -5.3075 -1.5105 0.013 -0.125 -0.018 0.34
H 1.5316 -5.1716 -2.1745 -0.029 -0.068 0.061 0.53
H -0.1912 -3.1150 -2.0625 -0.014 0.004 -0.005 0.48
H -0.6706 -3.7315 -3.6251 -0.070 0.059 0.083 0.53
H 2.2870 -3.4938 -3.3419 -0.026 -0.038 0.027 0.50
H 1.4248 -1.9760 -3.1053 0.228 -0.040 0.033 -0.08
H 0.5489 -3.4635 -5.4982 -0.156 -0.054 -0.097 0.65
H 2.1915 -2.8932 -5.5540 -0.033 0.091 -0.102 0.46
H 2.0373 -0.4561 -6.8355 -0.064 -0.036 -0.020 0.31
H 2.7643 -0.8473 -5.2827 0.010 0.033 0.007 0.71
H 1.7814 1.7086 -6.0686 0.002 -0.002 0.010 0.39
H 0.6141 1.0733 -4.9133 -0.001 0.212 -0.081 0.32
H 3.6024 1.0542 -4.3583 -0.021 0.011 -0.039 0.42
H 2.3106 0.7717 -3.2090 0.037 -0.023 -0.005 0.11
H 2.6537 3.3987 -4.6906 -0.064 0.051 0.039 0.38
H 1.6655 3.1344 -3.2718 -0.034 -0.063 -0.038 -0.05
H 4.5093 3.8374 -3.4233 -0.054 0.090 0.012 0.34
H 4.3327 2.3247 -2.5776 0.058 0.050 0.010 0.45
H 2.9217 3.2442 -0.8934 -0.099 0.056 -0.014 0.38
H 4.3163 4.2811 -1.0646 -0.005 -0.062 0.053 0.37
H 2.9483 6.0439 -1.2749 0.017 0.019 -0.063 0.39
H 2.4625 5.4424 -2.8438 0.014 0.073 0.016 0.44
H 1.0337 4.2822 -0.4644 0.014 0.026 0.021 0.37
H 0.4099 4.6580 -2.0472 -0.009 -0.048 0.034 0.45
H 0.3943 7.0512 -1.5612 -0.121 0.013 0.018 0.32
H -0.5777 6.1488 -0.4146 0.007 -0.038 0.007 0.41
H 2.0069 7.6650 0.0048 0.042 -0.080 -0.051 0.38
H 0.5202 7.6961 0.9151 0.116 0.149 -0.040 0.40
H 2.2283 5.1769 1.0686 -0.028 0.020 -0.045 0.28
H 2.6415 6.6118 1.9778 -0.039 -0.019 0.072 -0.09
H 1.0979 5.8475 2.2580 -0.079 -0.091 -0.105 0.29
C 4.0582 8.0830 6.2203 -0.066 -0.079 0.016 -1.85
C 2.8009 8.6998 5.5746 0.557 -0.224 0.043 1.87
C 2.3688 9.9678 6.3167 -0.105 0.136 0.066 -1.36
C 1.7514 9.6941 7.6861 0.004 -0.075 -0.022 -0.44
C 0.6039 8.6917 7.5786 -0.005 0.198 -0.010 -1.24
C 1.0051 7.3901 6.8789 0.136 -0.457 0.236 1.57
N 1.6498 7.7368 5.5664 -0.397 0.723 0.340 0.58
O 0.7819 8.0163 4.6695 0.036 -0.236 -0.370 -0.61
C 1.9220 6.5487 7.7745 0.065 0.033 -0.061 -1.67
C -0.2299 6.5454 6.5891 -0.114 0.030 -0.030 -1.92
C 3.1584 9.0355 4.1341 -0.093 0.174 -0.236 -1.91
H 4.0690 6.9998 6.1066 0.009 -0.003 -0.029 0.34
H 4.9471 8.4712 5.7242 -0.022 0.050 -0.003 0.47
H 4.1573 8.3195 7.2779 -0.039 -0.031 0.024 0.33
H 1.6406 10.5016 5.6985 -0.012 -0.064 -0.035 0.40
H 3.2415 10.6188 6.4146 0.002 0.013 -0.006 0.35
H 2.5094 9.3333 8.3865 0.012 -0.028 -0.018 0.29
H 1.3762 10.6300 8.1038 0.012 0.003 0.021 0.38
H 0.2137 8.4443 8.5689 -0.002 0.003 0.009 0.39
H -0.2165 9.1494 7.0177 0.018 -0.046 -0.058 0.38
H 2.2935 5.6775 7.2336 -0.004 -0.004 -0.001 0.36
H 1.3421 6.1948 8.6273 -0.036 -0.009 -0.024 0.44
H 2.7717 7.0930 8.1731 0.018 0.028 -0.009 0.30
H -0.9737 7.0962 6.0204 0.029 0.007 -0.026 0.37
H -0.6736 6.2392 7.5377 0.019 -0.007 0.008 0.43
H 0.0373 5.6496 6.0272 0.012 0.002 -0.002 0.44
H 3.4454 8.1426 3.5776 0.007 -0.036 0.052 0.45
H 4.0054 9.7232 4.1395 0.031 -0.031 0.037 0.47
H 2.3421 9.5180 3.6021 -0.068 -0.077 0.055 0.38
C 1.9225 -2.5777 4.0688 -0.001 -0.076 -0.012 -1.84
C 3.1928 -2.5536 3.1972 -0.268 0.045 0.419 1.93
C 3.0405 -1.5761 2.0265 0.006 0.065 -0.165 -1.41
C 2.0924 -2.0718 0.9363 0.008 -0.058 0.057 -0.47
C 2.4959 -3.4643 0.4547 0.016 0.231 -0.163 -0.27
C 2.6166 -4.4833 1.5888 -0.436 -0.340 0.116 1.73
N 3.5126 -3.9118 2.6449 0.032 0.460 -0.604 0.51
O 4.7499 -4.0528 2.3627 0.285 -0.239 0.192 -0.63
C 1.2306 -4.8464 2.1366 0.025 0.057 0.069 -1.80
C 3.2417 -5.7740 1.0740 0.108 -0.009 -0.086 -1.76
C 4.3527 -2.1213 4.0862 0.115 0.041 -0.025 -1.94
H 1.7725 -3.5578 4.5195 0.018 0.002 0.023 0.32
H 2.0267 -1.8581 4.8804 0.022 0.036 -0.033 0.49
H 1.0216 -2.3085 3.5208 -0.008 -0.043 -0.029 0.31
H 4.0272 -1.4057 1.5850 0.025 -0.060 0.038 0.36
H 2.6999 -0.6169 2.4249 0.003 0.011 -0.003 0.38
H 1.0591 -2.0748 1.2935 0.002 -0.020 0.027 0.30
H 2.1177 -1.3768 0.0943 -0.022 0.011 0.001 0.31
H 1.7719 -3.8417 -0.2723 0.003 0.008 0.013 -0.63
H 3.4584 -3.3938 -0.0623 0.041 -0.052 0.073 0.48
H 1.3196 -5.4879 3.0141 0.002 -0.008 -0.003 0.37
H 0.6896 -5.3987 1.3671 0.033 -0.022 -0.015 0.42
H 0.6201 -3.9884 2.3994 0.013 0.024 0.006 0.31
H 4.1998 -5.5967 0.5929 0.011 0.019 0.036 0.41
H 2.5633 -6.2224 0.3460 -0.019 0.004 0.012 0.36
H 3.3935 -6.4831 1.8885 -0.003 0.007 0.008 0.46
H 4.5055 -2.8336 4.8981 -0.014 -0.004 0.002 0.45
H 4.1125 -1.1486 4.5178 -0.022 -0.009 0.007 0.46
H 5.2808 -2.0331 3.5290 0.000 -0.050 -0.013 0.38
```
Positions in Å, forces in eV/Å.

Its multiplicity is 3. The total energy comes out at -2732.9498 hartree.